# 1
{"formula": "C7H12NO3S", "method": "ωB97M-V/def2-TZVPD", "spin_multiplicity": 3, "s_squared": 2.016, "total_charge": -1, "gap_ev": [5.94, 6.44], "lumo_energy_ev": [3.5, 3.0], "elements": ["C", "C", "C", "C", "C", "C", "C", "N", "O", "O", "O", "S", "H", "H", "H", "H", "H", "H", "H", "H", "H", "H", "H", "H"], "xyz": [[2.502, 0.818, 0.039], [-1.541, 0.671, 0.796], [3.213, -0.252, 0.950], [2.517, -1.591, 0.586], [1.222, -1.038, 0.009], [-3.492, 0.591, -1.059], [0.617, 0.880, -1.282], [1.365, 0.250, -0.461], [-2.254, -1.559, -0.212], [2.889, 1.962, -0.179], [-3.897, -0.553, 1.313], [-2.828, -0.287, 0.344], [-1.983, 1.594, 1.052], [4.353, -0.313, 0.770], [2.961, -0.050, 1.967], [3.130, -2.282, -0.063], [2.349, -2.222, 1.464], [0.437, -1.577, -0.254], [-1.199, 0.075, 1.660], [-2.643, 0.673, -1.887], [-4.422, 0.256, -1.451], [-3.632, 1.657, -0.690], [-0.253, 0.329, -1.766], [0.588, 1.968, -1.646]], "mulliken_spin": [0.167, 0.068, 0.007, -0.058, 0.746, 0.004, 0.791, -0.023, 0.004, 0.161, -0.010, 0.011, -0.007, -0.001, 0.006, 0.054, 0.023, 0.077, -0.011, -0.003, -0.001, 0.000, -0.035, 0.028]}

=====

# 2
{"formula": "C7H12NOP", "method": "ωB97M-V/def2-TZVPD", "spin_multiplicity": 1, "total_charge": 0, "gap_ev": [7.10, 7.10], "lumo_energy_ev": [-0.4, -0.4], "de_lowest_ev": 3.006, "elements": ["C", "C", "C", "C", "C", "C", "C", "N", "O", "P", "H", "H", "H", "H", "H", "H", "H", "H", "H", "H", "H", "H"], "xyz": [[2.793, 1.852, -1.257], [3.281, 1.223, -0.373], [-2.749, 1.004, -0.897], [3.789, -1.108, -0.347], [3.911, 0.078, 0.252], [-3.093, -1.335, -0.158], [-0.893, 0.641, 1.534], [-2.342, -0.149, -0.422], [-0.425, -1.681, 0.273], [-0.526, -0.281, -0.055], [2.044, 2.527, -1.457], [-1.850, 1.614, -1.208], [-3.775, 1.112, -1.093], [3.318, -1.253, -1.303], [4.368, -2.047, -0.112], [4.644, 0.123, 1.059], [-3.624, -1.693, -1.021], [-2.461, -2.080, 0.264], [-3.765, -0.989, 0.633], [0.057, 0.623, 2.147], [-1.036, 1.697, 1.455], [-1.666, 0.120, 2.086]], "nbo_charge": [-0.234, -0.015, -0.010, -0.292, -0.307, -0.462, -1.015, -0.452, -1.160, 1.309, 0.217, 0.224, 0.193, 0.201, 0.198, 0.227, 0.220, 0.278, 0.215, 0.236, 0.216, 0.212]}

=====

# 3
{"formula": "C7H12O", "method": "ωB97M-V/def2-TZVPD", "spin_multiplicity": 1, "total_charge": 0, "gap_ev": 8.59, "lumo_energy_ev": 0.9, "de_lowest_ev": 5.557, "elements": ["C", "C", "C", "C", "C", "C", "C", "O", "H", "H", "H", "H", "H", "H", "H", "H", "H", "H", "H", "H"], "xyz": [[1.731, -0.464, -0.190], [-0.611, -0.393, -0.814], [2.347, -1.213, 0.965], [-0.184, 0.052, 0.420], [-2.520, 0.185, -0.595], [-0.316, 0.673, 1.566], [-2.967, 1.080, -1.470], [2.419, 0.712, -0.503], [2.088, 1.472, -0.007], [1.752, -1.068, -1.098], [-0.305, 0.196, -1.674], [-0.731, -1.466, -0.939], [-3.204, -0.277, 0.116], [3.404, -1.442, 0.772], [2.311, -0.629, 1.891], [1.829, -2.160, 1.129], [-1.280, 1.023, 1.911], [0.535, 0.782, 2.232], [-4.011, 1.391, -1.529], [-2.285, 1.547, -2.183]], "nbo_charge": [0.122, -0.412, -0.660, 0.084, -0.235, -0.471, -0.450, -0.738, 0.479, 0.166, 0.242, 0.242, 0.186, 0.214, 0.201, 0.213, 0.222, 0.215, 0.194, 0.184]}